Density functional theory data (wB97M-V/def2-TZVPD) for a 8-piece molecular cluster, C38H88N5O6P overall.

Each atom is followed by the atoms it is bonded to, with distances in Å.
Cartesian coordinates (Å):
1 C -2.629 -2.412 2.744  N2 1.467, H12 1.090, H13 1.090, H14 1.090
2 N -3.645 -1.357 2.657  C1 1.467, C3 1.499, P4 1.704
3 C -4.784 -1.703 1.745  N2 1.499, H15 1.090, H16 1.090, H17 1.090
4 P -3.816 -0.393 4.051  N2 1.704, O5 1.501, N6 1.717, N9 1.699
5 O -2.517 -0.171 4.768  P4 1.501
6 N -4.447 1.059 3.385  P4 1.717, C7 1.459, C8 1.487
7 C -4.860 2.059 4.365  N6 1.459, H18 1.090, H19 1.090, H20 1.090
8 C -3.750 1.567 2.174  N6 1.487, H21 1.090, H22 1.090, H23 1.090
9 N -5.031 -1.030 5.054  P4 1.699, C10 1.458, C11 1.430
10 C -6.430 -1.048 4.646  N9 1.458, H24 1.090, H25 1.090, H26 1.090
11 C -4.702 -1.803 6.211  N9 1.430, H27 1.090, H28 1.090, H29 1.090
12 H -1.766 -1.992 3.261  C1 1.090
13 H -2.259 -2.605 1.737  C1 1.090
14 H -2.979 -3.307 3.258  C1 1.090
15 H -4.456 -2.124 0.795  C3 1.090
16 H -5.358 -0.793 1.568  C3 1.090
17 H -5.489 -2.374 2.236  C3 1.090
18 H -4.776 3.070 3.967  C7 1.090
19 H -5.836 1.800 4.775  C7 1.090
20 H -4.143 2.135 5.182  C7 1.090
21 H -4.163 2.532 1.878  C8 1.090
22 H -2.684 1.663 2.378  C8 1.090
23 H -3.823 0.889 1.324  C8 1.090
24 H -7.139 -0.789 5.433  C10 1.090
25 H -6.566 -0.374 3.801  C10 1.090
26 H -6.712 -2.058 4.348  C10 1.090
27 H -3.727 -2.290 6.183  C11 1.090
28 H -5.440 -2.587 6.383  C11 1.090
29 H -4.624 -1.177 7.100  C11 1.090
30 C 7.949 0.039 1.516  C31 1.568, H37 1.090, H38 1.090, H39 1.090
31 C 6.982 0.630 0.431  C30 1.568, N32 1.456, H40 1.090, H41 1.090
32 N 5.920 1.407 1.054  C31 1.456, C33 1.443, C35 1.494
33 C 6.317 2.656 1.658  N32 1.443, C34 1.524, H42 1.090, H43 1.090
34 C 5.447 2.915 2.882  C33 1.524, H44 1.090, H45 1.090, H46 1.090
35 C 4.747 1.623 0.155  N32 1.494, C36 1.602, H47 1.090, H48 1.090
36 C 3.729 0.395 0.306  C35 1.602, H49 1.090, H50 1.090, H51 1.090
37 H 7.404 -0.368 2.367  C30 1.090
38 H 8.603 0.825 1.894  C30 1.090
39 H 8.596 -0.742 1.116  C30 1.090
40 H 7.527 1.218 -0.307  C31 1.090
41 H 6.560 -0.155 -0.197  C31 1.090
42 H 7.345 2.566 2.008  C33 1.090
43 H 6.298 3.418 0.879  C33 1.090
44 H 5.598 2.114 3.606  C34 1.090
45 H 5.827 3.809 3.377  C34 1.090
46 H 4.374 3.008 2.715  C34 1.090
47 H 5.042 1.791 -0.881  C35 1.090
48 H 4.272 2.561 0.442  C35 1.090
49 H 3.230 0.395 1.274  C36 1.090
50 H 4.271 -0.533 0.121  C36 1.090
51 H 2.961 0.462 -0.465  C36 1.090
52 C -3.617 -4.232 -1.438  C53 1.510, H59 1.090, H60 1.090, H61 1.090
53 C -2.198 -3.757 -1.640  C52 1.510, N54 1.477, H62 1.090, H63 1.090
54 N -1.208 -4.795 -1.288  C53 1.477, C55 1.496, C57 1.499
55 C -0.987 -4.890 0.188  N54 1.496, C56 1.532, H64 1.090, H65 1.090
56 C -0.261 -6.200 0.515  C55 1.532, H66 1.090, H67 1.090, H68 1.090
57 C 0.001 -4.657 -2.165  N54 1.499, C58 1.557, H69 1.090, H70 1.090
58 C 0.709 -3.272 -2.117  C57 1.557, H71 1.090, H72 1.090, H73 1.090
59 H -3.783 -5.046 -2.145  C52 1.090
60 H -4.330 -3.413 -1.536  C52 1.090
61 H -3.817 -4.665 -0.458  C52 1.090
62 H -2.077 -3.544 -2.702  C53 1.090
63 H -2.101 -2.761 -1.206  C53 1.090
64 H -0.517 -3.998 0.603  C55 1.090
65 H -1.918 -4.877 0.755  C55 1.090
66 H 0.762 -6.297 0.152  C56 1.090
67 H -0.229 -6.385 1.589  C56 1.090
68 H -0.858 -7.036 0.151  C56 1.090
69 H -0.245 -4.758 -3.222  C57 1.090
70 H 0.730 -5.445 -1.977  C57 1.090
71 H 0.058 -2.432 -2.360  C58 1.090
72 H 1.568 -3.282 -2.788  C58 1.090
73 H 1.151 -2.904 -1.191  C58 1.090
74 C 0.570 3.122 5.226  C75 1.543, C78 1.528, H79 1.090, H80 1.090
75 C 1.881 3.067 4.415  C74 1.543, C76 1.496, H81 1.090, H82 1.090
76 C 1.533 3.263 2.973  C75 1.496, O77 1.449, H83 1.090, H84 1.090
77 O 0.130 2.910 2.890  C76 1.449, C78 1.403
78 C -0.308 2.481 4.153  C74 1.528, O77 1.403, H85 1.090, H86 1.090
79 H 0.190 4.122 5.436  C74 1.090
80 H 0.629 2.535 6.143  C74 1.090
81 H 2.390 2.129 4.634  C75 1.090
82 H 2.349 3.943 4.866  C75 1.090
83 H 1.996 2.535 2.307  C76 1.090
84 H 1.677 4.287 2.629  C76 1.090
85 H -0.235 1.395 4.095  C78 1.090
86 H -1.364 2.734 4.243  C78 1.090
87 C 3.056 -2.156 -4.932  C88 1.477, C91 1.523, H92 1.090, H93 1.090
88 C 1.661 -2.175 -5.414  C87 1.477, C89 1.503, H94 1.090, H95 1.090
89 C 1.154 -0.822 -5.002  C88 1.503, O90 1.417, H96 1.090, H97 1.090
90 O 2.224 -0.086 -4.434  C89 1.417, C91 1.386
91 C 3.065 -1.044 -3.891  C87 1.523, O90 1.386, H98 1.090, H99 1.090
92 H 3.764 -2.081 -5.757  C87 1.090
93 H 3.284 -3.107 -4.451  C87 1.090
94 H 1.018 -2.927 -4.956  C88 1.090
95 H 1.550 -2.297 -6.492  C88 1.090
96 H 0.264 -0.892 -4.376  C89 1.090
97 H 0.814 -0.256 -5.870  C89 1.090
98 H 2.597 -1.357 -2.957  C91 1.090
99 H 4.057 -0.712 -3.585  C91 1.090
100 C -3.585 0.344 -1.881  C101 1.502, C104 1.534, H105 1.090, H106 1.090
101 C -3.076 -0.112 -3.218  C100 1.502, C102 1.517, H107 1.090, H108 1.090
102 C -4.065 -1.110 -3.789  C101 1.517, O103 1.463, H109 1.090, H110 1.090
103 O -5.214 -1.023 -2.887  C102 1.463, C104 1.440
104 C -5.095 0.158 -2.070  C100 1.534, O103 1.440, H111 1.090, H112 1.090
105 H -3.344 1.336 -1.500  C100 1.090
106 H -3.227 -0.326 -1.098  C100 1.090
107 H -2.056 -0.497 -3.233  C101 1.090
108 H -3.058 0.806 -3.805  C101 1.090
109 H -3.808 -2.163 -3.900  C102 1.090
110 H -4.318 -0.758 -4.789  C102 1.090
111 H -5.612 0.053 -1.116  C104 1.090
112 H -5.435 1.043 -2.607  C104 1.090
113 C 3.489 4.813 -3.629  C114 1.494, C117 1.509, H118 1.090, H119 1.090
114 C 3.409 3.645 -4.558  C113 1.494, C115 1.501, H120 1.090, H121 1.090
115 C 2.010 3.777 -5.085  C114 1.501, O116 1.414, H122 1.090, H123 1.090
116 O 1.291 4.230 -3.954  C115 1.414, C117 1.411
117 C 2.097 4.979 -3.070  C113 1.509, O116 1.411, H124 1.090, H125 1.090
118 H 3.679 5.697 -4.238  C113 1.090
119 H 4.295 4.863 -2.898  C113 1.090
120 H 3.501 2.666 -4.087  C114 1.090
121 H 4.186 3.612 -5.322  C114 1.090
122 H 1.546 2.871 -5.474  C115 1.090
123 H 2.013 4.530 -5.873  C115 1.090
124 H 1.939 4.566 -2.074  C117 1.090
125 H 1.831 6.036 -3.049  C117 1.090
126 C -0.197 0.911 0.110  C127 1.526, C130 1.476, H131 1.090, H132 1.090
127 C -0.252 1.925 -1.029  C126 1.526, C128 1.524, H133 1.090, H134 1.090
128 C 0.461 1.207 -2.169  C127 1.524, O129 1.436, H135 1.090, H136 1.090
129 O 0.439 -0.175 -1.780  C128 1.436, C130 1.402
130 C -0.163 -0.415 -0.537  C126 1.476, O129 1.402, H137 1.090, H138 1.090
131 H -1.058 1.011 0.771  C126 1.090
132 H 0.654 1.156 0.745  C126 1.090
133 H 0.254 2.865 -0.807  C127 1.090
134 H -1.310 2.164 -1.133  C127 1.090
135 H 1.481 1.584 -2.241  C128 1.090
136 H -0.044 1.343 -3.125  C128 1.090
137 H 0.305 -1.221 0.029  C130 1.090
138 H -1.190 -0.774 -0.604  C130 1.090

LUMO level: 0.7 eV
Total charge: 0
HOMO-LUMO gap: 8.9 eV
Structure (SMILES): CN(C)P(=O)(N(C)C)N(C)C.CCN(CC)CC.CCN(CC)CC.C1CCOC1.C1CCOC1.C1CCOC1.C1CCOC1.C1CCOC1
Energy: -2567.1051 a.u.